The following is a DFT calculation (wB97M-V/def2-TZVPD) of a structure of composition C28H38MnN4OP2 in a non-equilibrium geometry.

The geometry in ORCA input format:
```
! RIJCOSX wB97M-V def2-TZVPD def2/J DEFGRID3
* xyz 0 6
Mn 3.65 3.22 -2.17
C 5.07 4.54 -2.40
C 3.84 5.13 -1.83
C 2.86 5.94 -2.63
C 2.53 5.33 -4.02
C 2.43 3.84 -4.00
C 3.49 2.87 -4.11
C 4.87 3.24 -4.61
C 5.42 4.48 -3.88
C 0.35 -0.46 -1.91
H 5.95 4.46 -1.74
H 3.81 5.37 -0.76
H 3.22 6.97 -2.74
H 1.92 5.99 -2.07
H 1.55 5.74 -4.32
H 3.22 5.70 -4.80
H 1.44 3.48 -4.32
H 3.19 1.84 -4.37
H 4.86 3.42 -5.70
H 5.52 2.36 -4.45
H 6.52 4.43 -3.98
H 5.11 5.40 -4.40
H 1.26 -0.35 -1.31
H 0.60 -1.06 -2.79
H -0.43 -0.99 -1.35
P -0.09 1.22 -2.39
P 0.46 2.48 0.75
N 0.43 1.05 -4.06
N -1.75 1.22 -2.54
N 2.15 2.19 0.46
N 0.35 3.06 2.28
C 0.23 2.96 -1.93
C 0.01 3.58 -0.53
C 1.55 0.28 -4.45
C 1.57 0.19 -5.83
C 0.51 1.01 -6.32
C -0.15 1.55 -5.23
C -2.43 0.06 -2.91
C -3.75 0.40 -3.10
C -3.88 1.81 -2.91
C -2.63 2.31 -2.59
C 2.79 1.03 -0.01
C 4.10 1.32 -0.36
C 4.32 2.74 -0.18
C 3.02 3.27 0.19
C 0.95 4.26 2.72
C 0.80 4.35 4.08
C 0.07 3.20 4.52
C -0.22 2.43 3.41
H -0.44 3.51 -2.62
H 1.25 3.26 -2.25
H 0.61 4.50 -0.43
H -1.03 3.89 -0.37
H 2.21 -0.17 -3.72
H 2.26 -0.42 -6.41
H 0.27 1.15 -7.37
H -1.00 2.22 -5.19
H -1.89 -0.87 -2.98
H -4.53 -0.29 -3.35
H -4.78 2.39 -2.98
H -2.31 3.32 -2.38
H 2.32 0.07 0.14
H 4.92 0.62 -0.54
H 5.26 3.20 0.14
H 2.87 4.20 0.73
H 1.40 4.95 2.02
H 1.18 5.14 4.72
H -0.21 2.97 5.54
H -0.78 1.52 3.30
C -0.13 -0.08 1.44
O -0.32 1.15 0.63
H 0.79 -0.01 2.03
H -0.10 -0.92 0.74
H -0.99 -0.17 2.10
*
```

Calculated values
Molecular weight, g mol⁻¹: 563.5
Calculated total energy, eV: -87547.32854
Frontier orbital gap (alpha / beta), eV: 4.3 / 5.1
HOMO energy (alpha / beta), eV: -4.1 / -5.0

Mulliken atomic charge list, values in e, 4 entries: number 1, Mn, carries -0.04; number 2, C, carries -0.31; number 3, C, carries -0.23; number 4, C, carries -1.20